# C2H8N3

A cluster of 2 separate species, C2H8N3 in total at a distorted geometry (ωB97M-V with the def2-TZVPD basis set, OMol25).

The geometry in XYZ format:
```
13
Properties=species:S:1:pos:R:3
N -1.24 1.05 -0.68
N -0.75 -0.20 -1.14
N 0.88 0.80 1.45
C 0.06 -0.89 -0.46
C 0.75 -0.56 0.96
H 1.76 1.38 1.53
H -0.75 1.94 -1.04
H 0.30 0.94 2.26
H 1.72 -0.97 0.82
H 0.53 -2.99 -2.36
H 0.21 -1.13 1.65
H -2.21 1.22 -0.93
H -1.25 -0.59 -2.07
```

The energy above the lowest of the compared OMol25 structures with the same formula, charge and spin is 200.2 kcal/mol. The value obtained for the frontier orbital gap (spin up / spin down) is 0.2569 / 0.3496 hartree. As for the total charge: +1. Its spin multiplicity is 1. The LUMO energy (spin up / spin down) is -6.765 / -4.432 eV. Its HOMO energy (spin up / spin down) is -13.8 / -13.9 eV.

Löwdin population analysis, charges in e, atoms 1 to 8: number 1, N, carries 0.051; number 2, N, carries -0.040; number 3, N, carries 0.023; number 4, C, carries 0.143; number 5, C, carries -0.198; number 6, H, carries 0.129; number 7, H, carries 0.160; number 8, H, carries 0.086



# C8H22CsN2O2

A structure of composition C8H22CsN2O2 at a distorted geometry (ωB97M-V with the def2-TZVPD basis set, OMol25).

The geometry in XYZ format:
```
35
Properties=species:S:1:pos:R:3
Cs 2.79 -1.47 -0.71
O 0.59 1.83 -1.60
O 0.51 -2.60 0.86
N -3.08 -1.58 0.79
N 1.69 4.52 0.65
C 1.91 3.35 -0.18
C 0.47 -3.99 1.11
C -0.66 -1.90 1.22
C 2.32 2.17 0.68
C -1.88 -2.37 0.44
C -0.68 1.38 -2.01
C -1.67 -2.31 -1.07
C 0.62 3.07 -0.91
H 2.24 4.58 1.49
H -1.01 -3.14 -1.34
H 2.58 1.28 0.11
H 2.67 3.58 -0.94
H 1.47 -4.41 1.00
H 0.36 3.84 -1.66
H -1.28 -1.36 -1.45
H -0.86 -1.96 2.31
H 3.28 2.44 1.12
H -2.62 -2.59 -1.52
H -0.12 -4.53 0.38
H -3.35 -1.71 1.76
H 0.16 -4.23 2.13
H -0.53 -0.82 1.15
H 1.65 1.97 1.51
H -3.87 -1.92 0.26
H -0.50 0.56 -2.70
H -2.18 -3.37 0.79
H 1.73 5.40 0.16
H -0.23 3.12 -0.21
H -1.29 2.17 -2.46
H -1.24 1.00 -1.14
```

The energy above the lowest of the compared OMol25 structures with the same formula, charge and spin is 18.0 kcal/mol. The value obtained for the frontier orbital gap is 0.3089 hartree. As for the total charge: +1. Its spin multiplicity is 1. The LUMO energy is -3.239 eV. Its HOMO energy is -11.6 eV.

Löwdin population analysis, charges in e, atoms 1 to 8: number 1, Cs, carries 1.045; number 2, O, carries -0.223; number 3, O, carries -0.361; number 4, N, carries 0.032; number 5, N, carries 0.044; number 6, C, carries -0.434; number 7, C, carries -0.106; number 8, C, carries -0.207



# C39H33N2O4PPdSSi

A structure of composition C39H33N2O4PPdSSi at a distorted geometry (ωB97M-V with the def2-TZVPD basis set, OMol25).

The geometry in XYZ format:
```
82
Properties=species:S:1:pos:R:3
Pd -1.67 0.05 0.39
S -3.44 -1.60 1.86
P -0.19 -0.95 1.92
Si 0.52 1.13 -1.70
O -4.79 -2.02 2.12
O -0.25 1.27 -0.29
O -3.13 -0.23 2.31
O -2.98 -1.78 0.46
N -3.32 1.34 -0.35
N -4.17 1.72 0.62
C 1.30 -1.81 1.37
C -0.96 4.56 -3.50
C 1.47 0.14 3.92
C 4.61 1.30 -0.94
C -2.12 -4.21 4.60
C -2.36 -2.56 2.87
C -5.41 1.93 0.16
C 1.24 -3.17 1.06
C -1.44 -2.11 -4.50
C 3.58 -1.73 0.60
C -4.05 1.32 -1.46
C 2.46 -1.08 1.11
C 1.43 4.63 -3.83
C -0.42 1.47 3.23
C -0.26 -0.16 -2.85
C -1.17 -2.40 -3.17
C 1.81 1.11 4.85
C -0.24 -2.87 3.94
C -0.82 3.36 -2.82
C -0.79 -3.85 4.75
C 2.90 -0.35 -2.37
C -2.91 -3.57 3.66
C -0.57 -1.44 -2.36
C 2.35 0.69 -1.61
C -1.01 -2.21 2.99
C 0.35 0.31 3.11
C 3.24 1.49 -0.88
C 3.53 -3.08 0.31
C 5.14 0.29 -1.74
C -0.52 0.10 -4.20
C 1.03 2.25 4.98
C 2.36 -3.80 0.53
C -0.07 2.44 4.17
C -5.38 1.69 -1.20
C -1.09 -0.87 -5.02
C 0.17 5.20 -4.00
C 1.55 3.42 -3.14
C 4.28 -0.55 -2.44
C 0.43 2.76 -2.62
H 0.34 -3.73 1.25
H -1.93 5.01 -3.64
H 2.24 -1.00 -2.94
H -0.27 1.07 -4.61
H -3.96 -3.81 3.53
H -3.88 1.61 1.58
H -0.27 -1.73 -1.36
H -1.28 -0.65 -6.06
H -1.26 1.61 2.58
H 4.48 -1.16 0.41
H 6.21 0.15 -1.81
H 2.31 -4.85 0.29
H 2.31 5.12 -4.22
H -0.18 -4.33 5.50
H 2.69 0.97 5.47
H -2.56 -4.98 5.22
H 5.28 1.96 -0.39
H -6.21 2.22 0.81
H 4.39 -3.58 -0.11
H -1.42 -3.37 -2.76
H 2.10 -0.74 3.81
H -3.59 1.04 -2.40
H 4.68 -1.35 -3.06
H -0.67 3.34 4.25
H 0.08 6.14 -4.53
H 2.48 -0.02 1.29
H -1.90 -2.85 -5.14
H 0.81 -2.61 4.05
H -6.19 1.77 -1.90
H -1.71 2.87 -2.41
H 2.84 2.30 -0.27
H 1.31 3.01 5.70
H 2.54 2.98 -3.02
```

The value obtained for the frontier orbital gap (spin up / spin down) is 0.2970 / 0.2970 hartree. As for the total charge: 0. Its spin multiplicity is 1. The LUMO energy (spin up / spin down) is -0.602 / -0.601 eV. Its HOMO energy (spin up / spin down) is -8.7 / -8.7 eV.

Löwdin population analysis, charges in e, atoms 1 to 8: number 1, Pd, carries 0.787; number 2, S, carries 0.455; number 3, P, carries 1.093; number 4, Si, carries 0.458; number 5, O, carries -0.290; number 6, O, carries -0.445; number 7, O, carries -0.410; number 8, O, carries -0.395



# C2H7N4S

A cluster of 2 separate species, C2H7N4S in total at a distorted geometry (ωB97M-V with the def2-TZVPD basis set, OMol25).

The geometry in XYZ format:
```
14
Properties=species:S:1:pos:R:3
S -0.57 -3.12 -0.79
N -0.23 0.45 -1.37
N 0.67 1.30 -1.45
N -0.26 0.74 2.00
N -0.79 0.21 -0.22
C 0.96 1.73 -0.09
C -0.07 0.94 0.69
H -0.02 1.44 2.66
H 0.55 -3.75 -1.05
H -0.95 0.06 2.22
H 0.89 2.75 -0.03
H 1.97 1.43 0.18
H -1.64 -3.94 -0.58
H -0.50 -0.23 -2.14
```

The energy above the lowest of the compared OMol25 structures with the same formula, charge and spin is 40.1 kcal/mol. The value obtained for the frontier orbital gap is 0.2765 hartree. As for the total charge: +1. Its spin multiplicity is 1. The LUMO energy is -5.432 eV. Its HOMO energy is -13.0 eV.

Löwdin population analysis, charges in e, atoms 1 to 8: number 1, S, carries 0.463; number 2, N, carries -0.025; number 3, N, carries 0.137; number 4, N, carries 0.234; number 5, N, carries 0.107; number 6, C, carries -0.034; number 7, C, carries -0.236; number 8, H, carries 0.132



> What is the spin multiplicity in the fourth record?

1



> Number 2 is which compound?

C8H22CsN2O2



> Which value of total charge does entry 4 give?

+1